1.
C23H27N3O6S | ωB97M-V with the def2-TZVPD basis set

```
! wB97M-V def2-TZVPD RIJCOSX def2/J DEFGRID3
* xyz 0 1
C -5.2595 -0.2265 1.4716
O -4.0203 -0.8646 1.2814
C -2.8812 -0.2354 1.7059
C -2.8221 1.0817 2.1423
C -1.6034 1.6418 2.4958
C -0.4406 0.8980 2.4365
C -0.5022 -0.4209 2.0149
C -1.7060 -1.0006 1.6544
C -1.7549 -2.3779 1.0391
N -1.7875 -2.1876 -0.4033
C -0.6530 -1.9294 -1.0771
O 0.4497 -2.3048 -0.7342
C -0.8718 -1.0540 -2.3171
N -1.4444 0.2221 -1.9164
C -2.7847 0.4002 -2.0460
O -3.5272 -0.4700 -2.4554
C -3.2987 1.7546 -1.5892
O -2.3836 2.8136 -1.7497
C -1.1323 2.5278 -1.2867
C -0.3438 3.5594 -0.7981
C 0.9174 3.2840 -0.3010
C 1.3703 1.9794 -0.2859
S 2.9400 1.6585 0.5270
O 3.9070 2.5782 -0.0065
O 2.6951 1.6933 1.9417
N 3.2651 0.0925 0.0819
C 3.9270 -0.0496 -1.1962
C 3.7300 -1.4734 -1.7126
C 4.2607 -2.4725 -0.6882
C 3.5410 -2.2484 0.6391
C 3.7607 -0.8103 1.0992
C 0.6134 0.9445 -0.7975
C -0.6426 1.2143 -1.3266
H -5.3544 0.6724 0.8533
H -5.4191 0.0349 2.5220
H -6.0111 -0.9497 1.1594
H -3.7167 1.6829 2.2032
H -1.5722 2.6719 2.8170
H 0.5110 1.3357 2.6933
H 0.4020 -1.0072 1.9562
H -2.6485 -2.9225 1.3435
H -0.8578 -2.9469 1.2847
H -2.6588 -1.8284 -0.7696
H -1.5861 -1.5279 -2.9959
H 0.0778 -0.8857 -2.8279
H -4.1887 2.0124 -2.1666
H -3.5773 1.6596 -0.5260
H -0.7407 4.5614 -0.8121
H 1.5515 4.0624 0.0901
H 3.4891 0.6868 -1.8732
H 4.9996 0.1736 -1.1007
H 2.6659 -1.6625 -1.8580
H 4.2428 -1.5864 -2.6688
H 4.0899 -3.4909 -1.0393
H 5.3364 -2.3319 -0.5561
H 2.4750 -2.4230 0.4928
H 3.9123 -2.9338 1.4019
H 3.2136 -0.5865 2.0150
H 4.8321 -0.6357 1.2821
H 1.0149 -0.0530 -0.7636
*
```

Output
HOMO-LUMO gap (eV): 9.274
HOMO energy (eV): -8.7
ΔE to the lowest compared entry with this formula, charge and spin (kcal/mol): 22.6
SMILES: COc1ccccc1CNC(=O)CN1C(=O)COc2ccc(S(=O)(=O)N3CCCCC3)cc21

2.
C13H37NO6S4 | ωB97M-V with the def2-TZVPD basis set

```
! wB97M-V def2-TZVPD RIJCOSX def2/J DEFGRID3
* xyz 0 1
C -1.5059 -2.6830 -2.3449
O -1.3417 -2.4988 -3.7367
C -2.2009 -1.5113 -4.2714
C -1.7663 -0.0731 -3.9662
O -1.0948 0.5767 -5.0305
C 0.2721 0.2264 -5.1979
C 0.4618 -1.0033 -6.0817
N -0.3810 -0.9406 -7.2808
H -2.4079 -3.2690 -2.1313
H -1.5830 -1.7395 -1.7995
H -0.6401 -3.2205 -1.9650
H -3.2240 -1.6783 -3.9058
H -2.1941 -1.6528 -5.3534
H -1.1197 -0.0734 -3.0778
H -2.6347 0.5505 -3.7464
H 0.7418 0.0656 -4.2190
H 0.7495 1.0921 -5.6617
H 1.5220 -1.0319 -6.3461
H 0.2444 -1.9077 -5.5101
H 0.1614 -0.9129 -8.1297
H -0.9829 -0.1293 -7.2515
C 5.7313 -1.5851 -4.5598
S 5.1444 -0.4450 -5.8189
O 3.7204 -0.1661 -5.5012
C 5.1392 -1.6311 -7.1687
H 5.7526 -1.0394 -3.6188
H 5.0384 -2.4232 -4.4909
H 6.7355 -1.9244 -4.8132
H 4.4899 -2.4654 -6.9047
H 6.1569 -1.9699 -7.3622
H 4.7489 -1.1174 -8.0448
C 1.1868 -1.0793 0.5728
S 0.0228 -1.9716 1.6145
O -1.1211 -2.3292 0.7384
C -0.4818 -0.5570 2.5975
H 1.5775 -1.7868 -0.1559
H 0.6583 -0.2739 0.0629
H 2.0006 -0.6879 1.1833
H -0.8881 0.2131 1.9417
H 0.3850 -0.1902 3.1493
H -1.2619 -0.8812 3.2831
C -4.2822 3.1731 3.9905
S -2.8330 2.1495 3.7150
O -3.3109 0.7419 3.6542
C -2.1245 2.3773 5.3470
H -4.8889 3.1236 3.0888
H -4.8359 2.7740 4.8395
H -3.9714 4.2013 4.1742
H -2.8365 2.0627 6.1078
H -1.8556 3.4229 5.4947
H -1.2288 1.7603 5.3976
C 0.0835 1.1541 8.5190
S -1.3618 1.7553 9.4010
O -2.0524 2.7047 8.4880
C -0.4656 2.7593 10.5899
H -0.2746 0.5305 7.7022
H 0.6425 2.0043 8.1286
H 0.6974 0.5565 9.1926
H 0.1358 3.4928 10.0537
H 0.1581 2.1179 11.2122
H -1.2070 3.2632 11.2062
*
```

Output
HOMO-LUMO gap (eV): 8.761
HOMO energy (eV): -8.3

3.
CH12N2O3 | ωB97M-V with the def2-TZVPD basis set

```
! wB97M-V def2-TZVPD RIJCOSX def2/J DEFGRID3
* xyz 0 1
N 1.2481 -0.1374 -0.0315
C 0.2938 -1.0758 0.4155
N 0.2368 -1.3736 1.9608
H 2.2812 -0.4809 -0.0580
H 1.0076 0.1468 -1.0828
H -0.7612 -0.6622 0.3196
H 0.4818 -2.0351 -0.0953
H 0.4345 -0.4577 2.4203
H 1.1594 -1.8871 2.1679
O 3.5838 2.8562 -1.7900
H 3.4154 1.8921 -1.6370
H 2.7560 3.1685 -2.0236
O 0.8157 2.3366 1.1466
H 0.8670 1.5459 0.7107
H 1.6688 2.7090 1.2803
O -6.5226 -2.3931 -1.5752
H -6.7849 -1.4895 -1.4123
H -6.1813 -2.6628 -0.7160
*
```

Output
HOMO-LUMO gap (eV): 10.368
HOMO energy (eV): -10.1
ΔE to the lowest compared entry with this formula, charge and spin (kcal/mol): 37.7
SMILES: NCN.O.O.O

4.
C3H5ClN2S | ωB97M-V with the def2-TZVPD basis set

```
! wB97M-V def2-TZVPD RIJCOSX def2/J DEFGRID3
* xyz 0 3
C -1.7619 -0.8714 -0.3268
C 0.4063 0.3084 -0.2959
C 1.7211 -0.0434 0.5591
N -0.5121 -0.7593 -0.2305
N 0.0819 1.6466 -0.0763
S -2.7127 -2.1804 -0.0440
Cl -1.5521 2.2347 -0.1826
H -2.5300 0.0337 -0.4692
H 0.7649 0.2469 -1.3772
H 1.6112 0.0581 1.7050
H 2.6560 0.4741 0.3781
H 1.8276 -1.1480 0.3603
*
```

Output
HOMO-LUMO gap (spin up / spin down) (eV): 9.635 / 6.639
HOMO energy (spin up / spin down) (eV): -9.0 / -9.2
ΔE to the lowest compared entry with this formula, charge and spin (kcal/mol): 4.9

5.
C46H35F3P2SiW | ωB97M-V with the def2-TZVPD basis set

```
! wB97M-V def2-TZVPD RIJCOSX def2/J DEFGRID3
* xyz 2 3
W 0.5615 -0.1453 -1.3985
C 3.6777 0.0702 0.5036
Si 1.9192 -0.5328 0.6773
C 1.9326 -2.3742 1.0865
C 2.6849 -2.8918 2.1395
C 2.6648 -4.2487 2.4320
C 1.8994 -5.1232 1.6727
C 1.1499 -4.6433 0.6116
C 1.1783 -3.2797 0.3287
P 0.2342 -2.5938 -1.0285
C -0.9311 -3.7887 -1.6740
C -0.6710 -4.4669 -2.8658
C -1.5592 -5.4291 -3.3118
C -2.6934 -5.7271 -2.5696
C -2.9440 -5.0664 -1.3754
C -2.0666 -4.0960 -0.9239
C 1.3406 -2.1286 -2.3798
C 2.7470 -2.2111 -2.3410
C 3.4998 -1.5846 -3.3142
C 2.8823 -0.8336 -4.3217
C 1.5042 -0.7376 -4.3851
C 0.7136 -1.3832 -3.4142
C 1.0274 0.4781 1.9828
C 1.6991 0.8901 3.1343
C 1.0774 1.6964 4.0763
C -0.2293 2.1145 3.8740
C -0.9185 1.7169 2.7398
C -0.2955 0.9008 1.8024
P -1.1785 0.2882 0.3352
C -2.3875 1.4935 -0.2612
C -2.2339 2.0994 -1.5042
C -3.1834 2.9921 -1.9776
C -4.2928 3.2960 -1.2037
C -4.4629 2.6893 0.0333
C -3.5273 1.7825 0.4955
C -2.1696 -1.0920 0.9773
C -1.6253 -1.9032 1.9724
C -2.3638 -2.9487 2.4974
C -3.6505 -3.1925 2.0356
C -4.1911 -2.3982 1.0345
C -3.4540 -1.3521 0.5019
H 4.2623 -0.1883 1.3812
H 3.6960 1.1510 0.3862
H 4.1751 -0.3776 -0.3540
H 3.2900 -2.2390 2.7492
H 3.2522 -4.6265 3.2546
H 1.8916 -6.1773 1.9040
H 0.5558 -5.3216 0.0144
H 0.2179 -4.2523 -3.4458
H -1.3635 -5.9520 -4.2344
H -3.3779 -6.4811 -2.9199
H -3.8221 -5.3052 -0.7964
H -2.2588 -3.5924 0.0133
H 3.2234 -2.7614 -1.5398
H 4.5752 -1.6720 -3.2979
H 3.4875 -0.3438 -5.0693
H 1.0262 -0.1843 -5.1839
H -0.3763 -1.4437 -3.5619
H 2.7239 0.5963 3.2987
H 1.6141 2.0048 4.9604
H -0.7118 2.7543 4.5978
H -1.9290 2.0656 2.5967
H -1.3526 1.9033 -2.1227
H -3.0533 3.4505 -2.9462
H -5.0293 3.9946 -1.5667
H -5.3335 2.9114 0.6312
H -3.7102 1.2773 1.4336
H -0.6332 -1.7103 2.3611
H -1.9410 -3.5658 3.2742
H -4.2311 -3.9959 2.4583
H -5.1893 -2.5852 0.6707
H -3.8835 -0.7527 -0.2873
F 3.0975 8.8378 0.4131
C 2.0962 8.2736 1.0945
F 1.0173 9.0424 0.9095
F 2.4106 8.3398 2.3867
C 1.8443 6.8550 0.6266
C 1.9775 5.7824 1.4956
C 1.7491 4.4978 1.0353
C 1.3793 4.3005 -0.2972
C 1.2367 5.3858 -1.1686
C 1.4784 6.6607 -0.7020
C 1.1384 2.9760 -0.7407
C 0.9651 1.8020 -1.0638
H 2.2633 5.9505 2.5239
H 1.8527 3.6495 1.6940
H 0.9510 5.2217 -2.1944
H 1.3831 7.5085 -1.3658
*
```

Output
HOMO-LUMO gap (spin up / spin down) (eV): 6.071 / 6.629
HOMO energy (spin up / spin down) (eV): -13.4 / -13.8

6.
C2Br2FN | ωB97M-V with the def2-TZVPD basis set

```
! wB97M-V def2-TZVPD RIJCOSX def2/J DEFGRID3
* xyz 0 1
C 0.0348 0.2299 -1.1277
C -0.1499 -0.1269 0.4099
N 0.1948 0.4551 -2.2305
F -1.4403 -0.2710 0.6857
Br 0.5468 1.4509 1.3670
Br 0.8138 -1.7380 0.8955
*
```

Output
HOMO-LUMO gap (eV): 10.736
HOMO energy (eV): -11.2
ΔE to the lowest compared entry with this formula, charge and spin (kcal/mol): 0.0

Largest force on an atom values (in eV/A) by entry order: 1.088; 0.244; 4.527; 3.699; 0.564; 4.115.